Entry 1:
{"formula": "C10H36N12O8", "method": "ωB97M-V with the def2-TZVPD basis set", "species": ["H", "N", "H", "H", "H", "O", "H", "H", "H", "O", "N", "H", "C", "C", "H", "C", "C", "N", "H", "O", "C", "N", "C", "O", "H", "H", "N", "H", "O", "O", "N", "H", "H", "N", "H", "H", "H", "C", "N", "H", "H", "H", "H", "H", "H", "C", "H", "H", "H", "H", "H", "N", "H", "C", "H", "H", "H", "N", "C", "H", "O", "H", "N", "O", "H", "N"], "xyz": [[1.900697, -0.537939, -0.271939], [0.776697, -1.079939, -2.326939], [-0.181303, 2.941061, -4.240939], [-1.965303, 0.930061, 1.809061], [3.479697, -2.020939, 2.192061], [-2.358303, 2.673061, -3.047939], [-4.658303, -1.617939, 0.361061], [-1.536303, 3.417061, 1.304061], [0.324697, -1.350939, -1.461939], [-0.705303, 1.617061, 0.638061], [-0.075303, 2.168061, -3.538939], [-2.281303, -2.692939, -1.880939], [-2.276303, -3.738939, -1.779939], [-3.196303, -0.339939, 0.846061], [-0.260303, 0.142061, -2.487939], [3.684697, -0.350939, 3.162061], [-0.660303, 2.775061, 1.393061], [1.889697, 2.023061, -1.504939], [-0.922303, -2.642939, -0.033939], [1.409697, -3.068939, 1.017061], [-3.093303, -4.235939, -0.656939], [-1.046303, 0.774061, -2.416939], [-1.177303, 1.920061, -2.932939], [2.939697, -1.621939, -3.267939], [-0.469303, 3.334061, 3.530061], [-1.831303, 0.471061, -1.817939], [-0.376303, -1.826939, 0.095061], [-0.077303, 1.705061, 3.381061], [3.143697, 2.107061, 0.503061], [-2.532303, -0.233939, -0.414939], [2.118697, 4.003061, -0.520939], [1.996697, 0.990061, -1.402939], [4.101697, -0.802939, 1.124061], [1.160697, -0.631939, 1.037061], [-4.604303, -1.213939, 1.975061], [3.543697, -0.721939, -1.069939], [-3.232303, -2.527939, 0.525061], [0.715697, -1.856939, 0.852061], [2.500697, -0.608939, -1.180939], [-0.557303, 1.928061, -0.302939], [-1.654303, 2.207061, 3.184061], [2.124697, -0.623939, 1.636061], [2.441697, 4.432061, 0.356061], [-2.670303, -4.035939, -2.749939], [-0.934303, -0.931939, -0.014939], [2.371697, 2.692061, -0.501939], [3.620697, 1.356061, 1.987061], [1.118697, 2.214061, -2.158939], [-2.884303, -5.292939, -0.351939], [-4.145303, -4.227939, -0.918939], [3.534697, 1.711061, 3.618061], [-4.187303, -1.159939, 1.072061], [-1.359303, -4.227939, -1.712939], [2.064697, -1.232939, -2.219939], [-3.419303, 0.418061, 2.701061], [0.243697, 3.292061, 1.191061], [0.408697, -1.616939, -3.159939], [3.730697, -1.050939, 2.033061], [-0.686303, 2.528061, 2.896061], [1.654697, 4.614061, -1.224939], [3.661697, -0.913939, 4.431061], [0.658697, 1.527061, -3.783939], [3.612697, 0.918061, 2.906061], [-2.836303, -3.425939, 0.556061], [0.687697, 0.315061, 1.122061], [-2.771303, 0.323061, 1.925061]], "forces_ev_per_angstrom": [[1.1, -0.1, -1.3], [-3.6, -2.6, -3.5], [0.5, -1.0, 1.0], [-0.5, -0.3, -0.1], [0.4, -0.2, -0.5], [6.3, -3.3, 1.1], [-1.1, -0.6, -1.7], [0.0, 0.2, -1.0], [-0.7, -0.3, 0.3], [0.4, 0.1, -1.9], [3.7, 6.0, -5.2], [0.4, 1.5, 0.4], [-1.0, -1.2, -1.4], [4.4, 2.0, -5.2], [0.3, 0.5, -0.2], [0.5, -2.2, 7.3], [0.2, 1.3, 2.5], [-0.9, -3.4, -1.1], [-0.4, -0.9, 0.2], [-3.2, 6.8, -0.2], [-0.8, 0.1, 2.1], [-3.7, -3.7, 4.4], [-8.2, 3.3, -1.6], [-5.0, 1.6, 5.4], [0.3, 1.7, 0.3], [0.5, 0.0, -0.5], [-1.8, 1.2, -0.4], [0.0, 0.6, -1.3], [-3.7, 2.9, -4.7], [-4.0, -1.1, 6.4], [0.4, 2.3, 1.9], [0.6, 0.9, -0.2], [0.1, 0.4, 0.6], [4.3, 3.4, 4.4], [-0.1, -0.1, 0.5], [-1.7, 0.3, -0.1], [0.7, -1.6, -0.4], [2.1, -7.1, -0.6], [4.1, -0.1, 3.5], [-0.5, -1.1, 1.2], [-1.3, 0.0, 0.4], [-2.5, -0.2, -1.7], [-0.3, 0.1, -1.0], [-0.3, -0.5, -0.1], [0.5, -1.3, 0.4], [3.0, -1.4, 3.5], [-0.2, -0.7, -0.3], [0.7, 1.3, 0.7], [0.1, 1.0, -0.3], [-0.5, 0.2, 0.2], [0.4, -2.4, -0.8], [-1.0, 0.1, 0.7], [2.1, 0.0, 0.0], [7.4, -1.4, -7.5], [0.6, 0.1, -0.1], [0.7, 0.9, -0.5], [0.4, 0.6, 1.3], [-0.3, -3.3, -0.8], [0.7, -2.9, 0.6], [0.6, -1.4, 0.8], [-0.2, 2.7, -6.7], [-0.4, -0.6, 0.0], [-0.2, 5.6, 1.8], [-0.3, -0.8, -0.8], [-0.3, -2.1, -0.4], [-0.1, 0.2, -0.3]], "mulliken_charge": [0.097, -0.012, 0.243, 0.172, 0.236, -0.744, 0.372, 0.299, 0.175, 0.433, -0.393, 0.115, -0.927, 0.465, 0.346, 0.487, -0.074, -0.063, -0.117, -0.775, -0.311, -0.077, 0.516, -0.772, 0.453, 0.040, 0.183, 0.330, -0.840, -0.834, -0.357, 0.128, 0.244, 0.218, 0.087, 0.193, 0.271, 0.649, 0.022, -0.175, 0.529, -0.291, 0.277, 0.488, -0.205, 0.285, 0.390, 0.385, 0.277, 0.291, 0.231, -0.481, 0.320, -0.018, 0.220, 0.310, 0.278, -0.505, -1.758, 0.219, -0.720, 0.248, -0.209, -0.594, 0.059, -0.332], "de_lowest_ev": 10.1375, "smiles": "NC(N)=O.NC(N)=O.NC(N)=O.NC(N)=O.NC(N)=O.NC(N)=O.CCO.CCO", "homo_ev": -9.040, "orbital_gap_ev": 8.84}

***

Entry 2:
{"formula": "C9H8F2N2", "method": "ωB97M-V with the def2-TZVPD basis set", "species": ["H", "C", "F", "H", "N", "C", "F", "H", "C", "H", "N", "H", "H", "C", "H", "C", "C", "C", "H", "C", "C"], "xyz": [[-0.319292, 2.607626, -1.744630], [0.929458, 2.133281, 0.150844], [3.116202, -0.874157, 0.328087], [-1.494258, 0.735973, -1.711159], [-3.924961, -0.526805, -0.978611], [-2.951402, -0.704502, -0.386379], [1.998854, -1.765172, -1.329442], [-2.498746, -2.531754, 1.471832], [0.832535, -0.367872, 0.380600], [1.825293, 1.027229, 1.739585], [-1.608994, -2.048357, 1.218636], [2.566731, 0.167573, -1.272150], [1.086009, -1.069419, 1.217483], [-0.629042, -0.256392, -0.106953], [-1.006281, -1.829704, 2.103041], [-0.052111, 1.953160, -0.904040], [-0.753759, 0.817387, -1.057823], [2.092891, -0.658643, -0.576218], [1.268557, 3.174276, 0.260224], [-1.718485, -1.001707, 0.318416], [1.240805, 1.017984, 0.878656]], "forces_ev_per_angstrom": [[0.8, 0.7, 0.9], [-0.3, -0.7, 0.3], [-0.1, -0.2, 0.0], [-3.0, 0.0, -3.0], [0.4, 0.0, 0.3], [-0.3, -0.6, 0.4], [-0.4, -0.5, 0.0], [1.2, 0.8, -0.3], [0.7, 0.5, 0.6], [1.2, 0.3, 1.2], [-0.1, -0.3, 2.7], [-1.8, -1.2, 1.4], [-0.9, 0.3, -0.8], [0.6, -1.7, 0.6], [-1.6, -0.6, -2.4], [-0.5, -0.7, -2.0], [2.3, 0.5, 3.3], [0.7, 1.4, -0.8], [0.1, -0.8, 0.7], [2.2, 1.3, -1.2], [-1.0, 1.6, -1.6]], "mulliken_charge": [0.333, -0.492, -0.284, 0.626, -0.479, 0.069, -0.265, 0.278, 0.016, 0.482, -0.529, 0.189, 0.388, 0.025, 0.263, -0.258, -1.146, 0.241, 0.385, 0.842, -0.684], "de_lowest_ev": 2.0175, "smiles": "N#C/C(N)=C1\\C=CC=C[C@@H]1C(F)F", "homo_ev": -8.281, "orbital_gap_ev": 7.88}

***

Entry 3:
{"formula": "C3H4N4O4", "method": "ωB97M-V with the def2-TZVPD basis set", "species": ["O", "O", "C", "C", "N", "H", "O", "H", "C", "H", "O", "N", "H", "N", "N"], "xyz": [[-0.066047, 1.176592, -2.555474], [-1.650435, -1.570478, -2.716888], [-1.555661, 1.464817, 0.121741], [-0.752412, -0.693166, -0.797096], [-1.770719, -0.650914, -1.945618], [-1.296770, -1.111197, 0.032154], [0.883145, 2.490462, -1.188357], [1.756494, 0.944827, 0.636995], [-0.364930, 0.667523, -0.299545], [0.428191, 1.001213, 1.646191], [-2.710729, 0.059146, -1.860549], [0.728048, 0.654013, 0.725427], [0.014665, -1.252934, -1.137503], [0.189561, 1.518417, -1.469928], [-2.295028, 2.256768, 0.504715]], "forces_ev_per_angstrom": [[-0.9, -1.2, -3.0], [0.4, -0.1, -0.7], [0.7, 0.3, 0.6], [-2.6, 2.2, 0.4], [0.9, -2.4, 1.1], [-0.1, -0.7, 0.1], [-0.7, -0.8, 0.2], [-2.6, -0.4, -1.1], [2.0, 1.8, 0.9], [-0.1, -0.3, -0.9], [-1.3, 1.8, 0.1], [-0.3, -0.2, 1.1], [2.5, -1.8, -0.8], [1.9, 2.2, 2.0], [0.0, -0.4, -0.1]], "mulliken_charge": [-0.531, -0.631, -0.130, -0.804, 1.038, 0.320, -0.591, 0.255, 0.988, 0.264, -0.532, -0.613, 0.446, 0.937, -0.416], "de_lowest_ev": 0.8955, "smiles": "N#C[C@@](N)(C[N+](=O)[O-])[N+](=O)[O-]", "homo_ev": -10.994, "orbital_gap_ev": 10.49}